[1]
C5H13NS in the gas phase at a distorted geometry. Source: the Open Molecules 2025 dataset; level of theory: ωB97M-V/def2-TZVPD.

Values from the calculation:
Net charge ... 0
Structure (SMILES) ... CN(C)CCCS
HOMO ... -0.3025 Eh
E_LUMO ... 0.035 Ha

Geometry as XYZ:
```
20
Properties=species:S:1:pos:R:3:mulliken_charge:R:1
C 1.900 1.124 0.048 -1.36
N 0.552 0.686 -0.306 0.27
C 0.089 1.585 -1.325 -1.10
C -0.215 0.135 0.751 -0.65
C -0.089 -1.447 0.623 -0.76
C -1.437 -1.917 0.602 -0.65
S -2.310 -1.283 -0.950 -0.23
H 1.982 2.107 0.410 0.50
H 2.625 0.997 -0.751 0.39
H 2.246 0.592 1.017 0.33
H -0.015 1.163 -2.368 0.27
H 0.897 2.326 -1.460 0.40
H -0.817 2.051 -1.010 0.36
H -1.334 0.496 0.877 0.30
H -0.084 0.346 1.869 0.37
H 0.272 -1.795 1.536 0.33
H 0.572 -1.634 -0.204 0.45
H -2.025 -1.552 1.520 0.32
H -1.676 -3.045 0.727 0.35
H -1.131 -0.937 -1.605 0.10
```

=====

[2]
A molecular structure, C34H44BeClLiNO21 at a distorted geometry. Source: the Open Molecules 2025 dataset; level of theory: ωB97M-V/def2-TZVPD.

Values from the calculation:
Net charge ... +1
HOMO ... -0.3429 Eh
E_LUMO ... -0.274 Ha

Geometry as XYZ:
```
103
Properties=species:S:1:pos:R:3:mulliken_charge:R:1
C 1.439 1.088 -4.904 -1.19
C 0.683 0.870 -3.497 0.92
C -0.056 -0.568 -3.541 -0.68
C 1.592 1.122 -2.199 -0.68
C 2.861 0.140 -2.045 -0.65
C 2.309 -1.186 -1.277 0.40
C 2.336 -2.399 -2.044 -0.56
C 1.772 -3.751 -1.405 0.33
O 1.898 -4.856 -2.030 -0.51
C 1.015 -3.684 0.026 -0.43
C 1.015 -2.480 0.789 -0.33
C 1.732 -1.161 0.204 0.54
O 1.770 -0.134 0.942 -0.56
H 0.619 1.374 -5.674 0.19
H 2.180 1.958 -4.852 0.34
H 1.881 0.101 -5.268 0.43
H -0.170 1.665 -3.460 0.00
H -0.236 -0.959 -2.471 0.22
H -1.018 -0.597 -4.159 0.33
H 0.699 -1.353 -4.069 0.10
H 2.024 2.196 -2.306 0.36
H 0.957 1.135 -1.247 0.22
H 3.686 0.646 -1.406 0.33
H 3.278 -0.103 -3.089 0.32
H 2.728 -2.371 -3.121 0.41
H 0.499 -4.662 0.353 0.35
H 0.469 -2.462 1.797 0.32
Cl 0.732 -1.754 -5.667 -0.21
C -0.242 -7.950 -2.037 -0.19
C -0.559 -6.777 -2.591 -0.94
C -1.811 -6.605 -3.383 1.15
O -2.077 -5.514 -3.858 -0.54
C -2.678 -7.775 -3.562 -1.05
C -2.359 -8.950 -3.011 0.37
C -1.123 -9.115 -2.196 0.96
O -0.871 -10.195 -1.693 -0.58
O -3.155 -10.044 -3.172 -0.56
O 0.254 -5.685 -2.453 -0.17
H 0.662 -8.088 -1.459 0.56
H -3.574 -7.641 -4.153 0.45
H -2.712 -10.763 -2.680 0.35
H -0.195 -4.965 -2.943 0.20
C -0.073 0.864 5.337 0.01
C 0.238 0.925 4.040 -0.86
C -0.821 1.055 2.993 0.92
O -0.503 1.128 1.819 -0.43
C -2.221 1.084 3.431 -0.90
C -2.531 1.019 4.728 0.25
C -1.476 0.919 5.774 0.79
O -1.793 0.880 6.949 -0.63
O -3.828 1.044 5.145 -0.55
O 1.549 0.873 3.619 -0.62
H 0.685 0.772 6.109 0.93
H -2.978 1.161 2.661 0.52
H -3.789 0.986 6.121 0.35
H 1.513 0.935 2.639 0.45
C 2.044 1.454 9.060 0.05
O 2.121 0.811 8.026 -0.55
N 1.332 2.607 9.219 0.20
C 1.286 3.321 10.480 -0.90
C 0.598 3.130 8.087 -0.78
H 2.567 1.138 9.977 0.27
H 0.248 3.379 10.819 0.32
H 1.678 4.331 10.332 0.30
H 1.882 2.814 11.240 0.31
H -0.125 2.381 7.756 0.15
H 1.300 3.327 7.271 0.18
H 0.078 4.050 8.356 0.41
Li 1.487 2.976 4.179 1.00
Be 1.246 -7.785 -4.245 0.14
C 5.273 5.440 6.621 -0.30
C 4.559 6.676 7.069 -0.34
O 3.406 6.698 6.237 -0.29
C 3.180 5.424 5.835 0.59
O 2.185 5.061 5.256 -0.60
O 4.213 4.608 6.166 -0.29
H 5.825 4.960 7.431 0.30
H 5.957 5.628 5.789 0.28
H 4.240 6.621 8.114 0.26
H 5.157 7.577 6.929 0.31
C -3.351 -2.236 -5.970 -0.22
O -2.501 -2.890 -6.899 -0.49
H -4.381 -2.313 -6.318 0.29
H -3.262 -2.717 -4.992 0.16
H -3.071 -1.182 -5.896 -0.01
H -1.599 -2.803 -6.564 0.25
C -3.689 4.626 -6.548 -0.69
O -3.251 3.291 -6.301 -0.21
C -2.918 2.605 -7.407 0.65
O -2.961 3.018 -8.540 -0.54
O -2.527 1.373 -7.028 -0.16
C -2.139 0.521 -8.104 -0.69
H -3.930 5.082 -5.587 0.19
H -2.895 5.211 -7.018 0.33
H -4.590 4.628 -7.167 0.30
H -1.282 0.939 -8.638 0.35
H -2.975 0.355 -8.787 0.36
H -1.845 -0.440 -7.680 0.16
C -2.126 3.291 -1.676 0.85
O -1.167 3.531 -0.896 -0.63
O -2.780 2.165 -1.313 -0.51
O -2.537 3.900 -2.679 -0.58
H -2.184 2.018 -0.549 0.32
```

=====

[3]
A molecular structure, C4H11NORb at a distorted geometry. Source: the Open Molecules 2025 dataset; level of theory: ωB97M-V/def2-TZVPD.

Values from the calculation:
Net charge ... +1
HOMO ... -0.4999 Eh
E_LUMO ... -0.126 Ha

Geometry as XYZ:
```
18
Properties=species:S:1:pos:R:3:mulliken_charge:R:1
Rb -1.263 3.061 0.216 0.98
C -0.883 -2.080 0.079 -1.35
C -0.686 -0.584 0.403 0.23
C 0.515 -0.007 -0.358 -0.89
O 0.826 1.289 0.174 -0.23
C 2.185 1.624 -0.101 -0.84
N -1.911 0.178 0.069 -0.56
H -1.320 -2.177 -0.913 0.39
H -1.514 -2.474 0.873 0.36
H 0.058 -2.631 0.061 0.37
H -0.450 -0.421 1.456 0.36
H 0.349 -0.034 -1.442 0.34
H 1.385 -0.651 -0.194 0.40
H 2.436 2.542 0.433 0.29
H 2.338 1.795 -1.170 0.34
H 2.869 0.858 0.270 0.30
H -2.369 -0.314 -0.695 0.24
H -2.564 0.026 0.839 0.27
```

=====

[4]
C5H8F2O4 in the gas phase at a distorted geometry. Source: the Open Molecules 2025 dataset; level of theory: ωB97M-V/def2-TZVPD.

Values from the calculation:
Net charge ... 0
Structure (SMILES) ... OC[C@@H]1OC[C@@](O)(F)[C@]1(O)F
HOMO ... -0.3665 Eh
E_LUMO ... 0.016 Ha

Geometry as XYZ:
```
19
Properties=species:S:1:pos:R:3:mulliken_charge:R:1
O -2.917 -0.902 0.548 -0.54
C -2.250 0.040 -0.144 -0.83
C -0.816 0.394 0.357 0.32
O -0.415 1.623 -0.189 -0.42
C 0.973 1.548 -0.545 -0.78
C 1.524 0.179 0.032 0.72
O 2.578 -0.267 -0.710 -0.53
F 1.974 0.255 1.363 -0.34
C 0.266 -0.702 0.012 0.47
O 0.147 -1.857 0.725 -0.52
F -0.015 -1.142 -1.309 -0.38
H -2.290 -1.636 0.449 0.40
H -2.261 -0.420 -1.127 0.32
H -2.754 0.973 -0.095 0.39
H -0.822 0.485 1.464 0.30
H 1.542 2.327 -0.096 0.38
H 1.216 1.493 -1.585 0.34
H 3.359 -0.190 -0.166 0.36
H 0.963 -2.202 1.017 0.34
```

=====

[5]
C3H5Cl2NS in the gas phase at a distorted geometry. Source: the Open Molecules 2025 dataset; level of theory: ωB97M-V/def2-TZVPD.

Values from the calculation:
Net charge ... 0
Multiplicity ... 3
HOMO (spin up / spin down) ... -0.1682 / -0.3977 Eh
Expectation value of S² ... 2.01
E_LUMO (spin up / spin down) ... 0.024 / -0.061 Ha

Geometry as XYZ:
```
12
Properties=species:S:1:pos:R:3:lowdin_spin:R:1
C -0.395 -0.651 1.172 0.15
C -0.524 0.655 0.423 0.03
C 0.469 0.600 -0.706 0.05
N 0.290 -0.768 -1.287 0.45
S 0.050 -1.888 -0.056 1.17
Cl -2.199 0.750 -0.285 0.01
Cl 2.168 0.766 0.028 0.04
H 0.507 -0.632 1.799 0.03
H -1.290 -1.011 1.689 0.02
H -0.574 1.669 0.863 0.01
H 0.455 1.430 -1.523 0.01
H 1.042 -0.920 -2.116 0.04
```

=====

[6]
2 unconnected molecules or ions with the total composition C10H16 at a distorted geometry. Source: the Open Molecules 2025 dataset; level of theory: ωB97M-V/def2-TZVPD.

Values from the calculation:
Net charge ... 0
Structure (SMILES) ... Cc1ccccc1.CCC
HOMO ... -0.3296 Eh
E_LUMO ... 0.037 Ha

Geometry as XYZ:
```
26
Properties=species:S:1:pos:R:3:mulliken_charge:R:1
C -0.049 0.166 -2.919 -1.56
C -0.647 0.846 -1.736 0.91
C -1.951 0.499 -1.343 -0.61
C -2.416 0.925 -0.116 -0.39
C -1.628 1.748 0.694 -0.58
C -0.449 2.237 0.185 -0.28
C 0.035 1.842 -1.066 -0.54
H -0.129 -0.930 -2.909 0.34
H 1.008 0.392 -3.069 0.33
H -0.503 0.264 -3.914 0.40
H -2.585 -0.113 -1.971 0.41
H -3.455 0.791 0.170 0.39
H -1.944 2.028 1.688 0.42
H 0.182 2.893 0.775 0.42
H 1.005 2.180 -1.401 0.33
C 1.726 -0.348 0.998 -0.81
C 1.090 -1.222 2.080 -0.25
C 0.839 -2.658 1.639 -1.13
H 1.114 -0.505 0.110 0.04
H 2.743 -0.677 0.800 0.42
H 1.844 0.686 1.317 0.26
H 1.774 -1.252 2.931 0.32
H 0.175 -0.740 2.425 0.24
H 0.631 -3.271 2.517 0.35
H -0.073 -2.684 1.034 0.28
H 1.665 -3.097 1.081 0.30
```